Entry 1:
Molecular formula: C3H11N6O10P2RuS
Method: DFT, the ωB97M-V functional and the def2-TZVPD basis

- LUMO level (alpha / beta) (eV) = -4.143 / -6.143
- <S²> = 6.016
- ΔE to the lowest compared entry with this formula, charge and spin (kJ/mol) = 0.0
- HOMO energy (alpha / beta) (eV) = -13.51 / -13.48
- total charge = +1
- spin multiplicity = 5
- HOMO-LUMO gap (alpha / beta) (eV) = 9.36 / 7.34

```
34
Properties=species:S:1:pos:R:3:forces:R:3
Ru -0.93940 -0.66699 -0.83624 0.0 -0.1 0.1
O -2.60456 -3.03750 -2.85288 0.0 0.0 0.0
S -2.89967 -1.83149 -2.18414 0.0 0.0 -0.1
O -4.16957 -1.21835 -2.23158 -0.1 0.0 0.0
O -1.76811 -0.73576 -2.53813 0.1 0.1 -0.1
O -2.39034 -1.90316 -0.67403 0.1 0.0 0.2
N 2.73999 -0.11468 1.97880 0.0 0.0 0.0
C 2.47395 -0.65888 0.58592 0.0 0.0 0.0
C 3.73238 -1.30476 0.01733 0.0 0.0 0.0
P 1.10540 -1.88306 0.67235 0.0 0.0 0.0
O 1.51466 -2.64712 1.99975 0.0 0.0 0.0
O 0.99190 -2.63958 -0.58391 0.0 0.0 0.0
O -0.16648 -1.03193 0.97076 0.0 0.0 0.0
P 1.84125 0.83079 -0.36432 0.0 0.0 0.0
O 3.02524 1.26739 -1.30672 0.0 0.0 0.0
O 0.70533 0.35639 -1.29945 0.0 0.0 0.0
O 1.52849 1.81473 0.69276 0.0 0.0 0.0
H 2.54012 -0.80762 2.70425 0.0 0.0 0.0
H 2.14682 0.73467 2.07769 0.0 0.0 0.0
H 3.71489 0.17746 2.06658 0.0 0.0 0.0
H 4.05818 -2.14062 0.63863 0.0 0.0 0.0
H 4.53884 -0.57567 -0.06941 0.0 0.0 0.0
H 3.51792 -1.69705 -0.97513 0.0 0.0 0.0
H 1.06400 -3.48688 2.17113 0.0 0.0 0.0
H 2.89597 1.11140 -2.25203 0.0 0.0 0.0
N -4.94368 2.82047 0.34844 0.0 0.0 0.0
N -3.63150 2.43489 0.20428 0.0 0.0 0.0
N -2.63510 3.20259 0.59274 0.0 0.0 0.0
C -1.59334 2.41848 0.37454 0.0 0.0 0.0
N -1.98780 1.23447 -0.11735 0.0 0.0 0.0
N -3.30584 1.26565 -0.22372 0.0 0.0 0.0
H -5.01894 3.79841 0.09193 0.0 0.0 0.0
H -5.51378 2.22803 -0.24569 0.0 0.0 0.0
H -0.56723 2.68527 0.56686 0.0 0.0 0.0
```
Positions in Å, forces in eV/Å.

Atom charges from the Löwdin analysis, given in e for atoms 1 to 2:
1. Ru 1.70
2. O -0.20

Entry 2:
Molecular formula: FH5N3P
Method: DFT, the ωB97M-V functional and the def2-TZVPD basis

- LUMO level (eV) = -0.470
- ΔE to the lowest compared entry with this formula, charge and spin (kJ/mol) = 223.8
- SMILES string = [H]/N=P(\F)=N/[H].N
- HOMO energy (eV) = -9.77
- HOMO-LUMO gap (eV) = 9.30

```
10
Properties=species:S:1:pos:R:3:forces:R:3
H 1.18460 0.50079 -1.85449 -0.8 -1.4 -3.1
N 1.28914 1.03372 -1.06712 1.4 1.0 2.8
P 2.39986 0.31211 -0.26812 -0.1 -2.3 -0.9
F 2.81455 -1.13613 -0.97138 -0.4 2.5 1.6
N 3.04323 0.56417 1.11021 0.5 -2.0 -1.5
H 2.71849 1.48159 1.24224 -0.4 2.1 1.1
N -1.83746 -0.36054 -0.40297 0.7 2.9 -2.6
H -1.56978 -1.20786 -0.04319 0.4 -2.2 1.6
H -1.02680 -0.08467 -1.04653 -1.8 0.1 1.6
H -2.10097 0.36361 0.28069 0.7 -0.8 -0.6
```
Positions in Å, forces in eV/Å.

Atom charges from the Löwdin analysis, given in e for atoms 1 to 2:
1. H -0.07
2. N -0.16

Entry 3:
Molecular formula: C7H6
Method: DFT, the ωB97M-V functional and the def2-TZVPD basis

- LUMO level (eV) = 0.495
- ΔE to the lowest compared entry with this formula, charge and spin (kJ/mol) = 192.1
- SMILES string = C#C/C=C\C#CC
- HOMO energy (eV) = -8.57
- HOMO-LUMO gap (eV) = 9.06

```
13
Properties=species:S:1:pos:R:3:forces:R:3
C -2.27026 -1.32996 1.05074 -1.1 -1.6 1.3
C -2.22207 -0.33380 0.38497 0.2 -0.8 -0.2
C -2.02530 0.75508 -0.48708 -0.6 0.5 1.6
C -0.82793 1.29128 -0.63704 -0.3 1.7 -2.8
C 0.36303 0.66508 -0.34931 1.0 0.1 0.5
C 1.47088 0.25323 -0.16981 -0.2 -1.4 -0.2
C 2.66388 -0.50898 0.09881 1.8 -0.9 -0.4
H -2.55292 -2.21646 1.66505 0.7 1.4 -0.9
H -2.88844 1.33244 -0.71651 -0.6 0.2 -0.6
H -0.74583 2.16159 -1.34318 -0.1 -0.6 1.0
H 2.73443 -1.63433 -0.27801 -0.7 2.4 0.8
H 2.78657 -0.45523 1.20480 0.4 -0.4 -0.8
H 3.51397 0.02007 -0.42345 -0.6 -0.6 0.8
```
Positions in Å, forces in eV/Å.

Atom charges from the Löwdin analysis, given in e for atoms 1 to 2:
1. C 0.11
2. C -0.16

Entry 4:
Molecular formula: C16H29BO6PSSn
Method: DFT, the ωB97M-V functional and the def2-TZVPD basis

- LUMO level (eV) = -4.834
- HOMO energy (eV) = -11.85
- total charge = +1
- HOMO-LUMO gap (eV) = 7.01

```
55
Properties=species:S:1:pos:R:3:forces:R:3
C -3.81413 2.25287 -2.38281 8.3 -5.8 -1.4
C -2.64149 1.51677 -2.73146 -7.7 4.6 3.0
C -1.28466 0.65318 -3.04516 -1.3 0.8 -1.0
C -0.52754 0.03335 -1.73399 1.4 0.5 -1.5
P -1.62411 -1.39658 -1.11066 -0.5 -4.5 -4.7
O -1.22406 -2.75103 -1.87966 -0.9 4.3 3.2
O 0.64201 -0.71741 -2.30103 -2.2 1.7 1.7
B 1.62775 -0.93061 -1.22288 0.2 -0.6 -3.6
C 1.66981 -2.36738 -0.41665 1.6 -0.9 1.0
C 2.79992 -2.17342 0.79624 0.7 -1.5 -1.2
C 3.47935 -3.62762 1.20269 1.3 1.2 1.3
O 2.45463 -4.56514 1.71792 0.4 -0.7 -3.4
C 2.09546 -5.58617 0.72109 2.3 -4.3 -3.5
C 0.46560 -5.76637 0.40957 0.7 0.5 1.6
O 2.94748 -6.39400 0.08005 -4.8 5.9 4.5
O 1.32673 0.18297 -0.29392 -0.7 0.5 2.7
C 0.16240 1.07254 -0.62737 0.7 -0.8 -0.7
C -0.59485 1.14169 0.81666 -0.5 1.3 -0.1
S -2.41792 1.57499 0.75778 1.1 0.3 0.5
C -2.61751 2.98846 1.97514 0.9 0.5 1.4
C -3.22456 2.53718 3.44822 0.7 0.8 0.3
C 0.91227 2.35491 -1.28557 0.6 1.1 -0.4
C 0.93166 3.73362 -0.41032 0.3 1.5 -1.5
C -0.56031 4.48176 -0.29896 0.7 0.7 -0.3
O 1.62216 3.63611 0.89773 0.0 -1.2 -1.5
H -4.76434 2.64066 -1.77366 2.6 -1.0 -2.0
H -1.60432 -0.25674 -3.73665 0.7 1.8 1.5
H -0.56628 1.33272 -3.71403 -1.4 -1.6 1.8
H -2.98649 -1.10214 -1.57407 1.0 0.3 1.1
H -1.64650 -1.58263 0.31744 -0.1 0.4 -0.2
H 2.68571 -0.90312 -1.77868 0.5 0.3 0.3
H 1.98526 -3.28987 -1.06350 -1.0 1.8 1.2
H 0.66560 -2.65538 0.12184 0.9 -1.6 -1.5
H 3.57694 -1.34336 0.51699 -1.4 -1.7 0.5
H 2.22292 -1.77848 1.75501 3.2 -1.3 -0.3
H 4.20961 -3.38690 2.11311 -1.6 -0.7 -2.0
H 4.12714 -4.05979 0.32922 -1.5 0.7 1.6
H -0.05595 -4.77214 0.74983 0.9 -1.9 -0.8
H 0.08029 -6.61139 1.15110 0.9 1.7 -1.8
H 0.24549 -6.01452 -0.71359 0.7 0.4 2.4
H -0.10226 1.83123 1.62197 -0.5 -1.2 -1.7
H -0.54196 0.03722 1.26942 -2.6 4.4 -0.8
H -1.51513 3.38345 2.20761 -2.6 -0.6 -0.9
H -3.27901 3.80908 1.42865 1.6 -1.8 1.2
H -3.51966 1.40789 3.51907 0.3 2.3 -0.3
H -4.08116 3.29392 3.69872 1.4 -1.8 -0.4
H -2.38316 2.71822 4.27571 -1.8 -0.4 -1.9
H 2.05474 2.05395 -1.45911 -2.6 0.4 0.4
H 0.52571 2.65929 -2.37336 0.5 -0.8 2.6
H 1.58774 4.50800 -1.04138 -1.4 -1.9 1.1
H -0.73391 4.84853 0.80002 0.2 -0.9 -2.2
H -1.42539 3.82917 -0.74475 1.7 1.1 1.2
H -0.53491 5.47297 -0.96449 0.1 -2.3 1.5
H 2.51625 3.19362 0.75500 -1.7 1.0 0.1
Sn 0.65090 -1.14813 1.22390 -0.2 -0.8 2.0
```
Positions in Å, forces in eV/Å.

Atom charges from the Löwdin analysis, given in e for atoms 1 to 2:
1. C 0.05
2. C -0.10

Entry 5:
Molecular formula: C3H6N2O
Method: DFT, the ωB97M-V functional and the def2-TZVPD basis

- LUMO level (alpha / beta) (eV) = 0.473 / 0.943
- ΔE to the lowest compared entry with this formula, charge and spin (kJ/mol) = 558.8
- HOMO energy (alpha / beta) (eV) = -6.92 / -6.89
- HOMO-LUMO gap (alpha / beta) (eV) = 7.39 / 7.83

```
12
Properties=species:S:1:pos:R:3:forces:R:3
C 0.27508 0.92317 -0.03088 -2.9 1.2 0.6
C -1.15014 1.05710 -0.04293 0.6 -1.5 0.3
C -1.58124 -1.19769 -0.05531 0.3 -0.7 0.7
N 0.83647 -0.21858 0.11739 0.9 -1.4 -1.0
N 2.14772 -0.40697 0.02128 1.7 3.1 0.9
O -2.00667 0.02691 0.01392 -0.3 1.0 -0.5
H 0.67581 1.91666 -0.00116 1.3 0.4 -0.3
H -1.72876 1.93027 -0.04194 0.0 1.4 0.0
H -0.51915 -1.23187 0.11270 -0.2 -1.3 -0.2
H -2.33289 -1.94100 0.09901 -0.4 -0.2 -0.1
H 2.80626 0.38530 0.04197 -0.7 -0.4 -0.1
H 2.57752 -1.24329 -0.23407 -0.3 -1.6 -0.3
```
Positions in Å, forces in eV/Å.

Atom charges from the Löwdin analysis, given in e for atoms 1 to 2:
1. C -0.16
2. C -0.12

Entry 6:
Molecular formula: C25H28F5MnO2
Method: DFT, the ωB97M-V functional and the def2-TZVPD basis

- LUMO level (alpha / beta) (eV) = -1.239 / 0.179
- <S²> = 6.279
- HOMO energy (alpha / beta) (eV) = -7.15 / -8.25
- spin multiplicity = 5
- HOMO-LUMO gap (alpha / beta) (eV) = 5.92 / 8.43

```
61
Properties=species:S:1:pos:R:3:forces:R:3
O -0.25890 -0.24749 -4.40296 0.0 0.8 -2.4
C -0.59507 0.75615 -5.45355 -0.2 0.9 0.5
C -0.28058 -0.14385 -6.62125 0.1 -0.2 0.3
H 0.04344 1.64804 -5.42242 -0.3 -0.3 0.3
H -1.65903 1.01596 -5.39870 0.2 0.2 0.2
C -0.05599 -1.18853 -5.52903 0.3 -0.9 -0.5
H 0.63313 0.09164 -7.17394 -0.3 0.1 0.0
H -1.13015 -0.38396 -7.27417 0.5 0.2 0.0
C 1.34024 -1.76941 -5.56032 0.1 -0.3 0.1
H 2.08074 -1.02907 -5.23125 -0.2 -0.2 -0.2
H 1.57099 -2.05529 -6.59805 0.0 0.0 0.3
H 1.40445 -2.65577 -4.92223 0.2 0.1 -0.1
C -1.16261 -2.21279 -5.65747 -0.1 -0.4 0.3
H -2.12727 -1.70483 -5.74702 0.0 -0.1 -0.1
H -1.22912 -2.90246 -4.81402 0.0 0.0 -0.1
H -0.97763 -2.79093 -6.57442 -0.1 0.1 0.2
Mn -0.29586 -0.40967 -1.75416 1.3 0.8 1.6
C -1.97283 -0.79301 -0.35961 -1.5 -0.5 -0.4
C -1.83702 0.60648 -0.59810 -0.8 -0.1 -0.6
C -1.99133 0.83711 -2.01470 -1.5 -0.6 -0.1
H -1.78133 1.35906 0.17531 0.1 -0.1 -0.3
C -2.27829 -0.44196 -2.62711 -0.6 1.5 0.8
C -2.22291 -1.44331 -1.60491 -1.1 0.7 1.3
H -2.46699 -2.49434 -1.72111 0.2 0.3 -0.1
H -2.02701 -1.26055 0.62086 0.5 0.1 -0.4
H -1.96011 1.81002 -2.50001 0.0 -0.3 0.1
H -2.66110 -0.60506 -3.62999 0.6 0.1 0.2
C 0.97999 -2.48362 -0.23590 -0.2 0.0 -0.6
C 0.14026 -3.06794 -1.19919 1.3 0.7 -0.5
C 0.31195 -2.35622 -2.44518 2.0 -0.9 0.7
H -0.44141 -3.97056 -1.06626 -0.3 0.3 0.1
C 1.43366 -1.41025 -2.25286 -0.1 -1.1 1.2
C 1.68886 -1.39047 -0.82434 0.5 -1.7 -1.3
H 2.44574 -0.79439 -0.33153 -0.1 -0.1 -0.2
H 1.12247 -2.86874 0.76927 -0.2 0.4 -0.1
H -0.04507 -2.72709 -3.39344 0.0 0.2 0.2
H 2.08885 -0.99557 -3.01043 -0.4 0.2 0.1
O 2.95493 3.05480 -4.56475 -1.3 0.3 0.2
C 1.97729 2.40860 -3.71970 0.5 -0.4 0.2
C 0.73583 3.31962 -3.58284 0.7 0.0 0.4
H 2.45734 2.20644 -2.73654 -0.3 0.2 -0.4
H 1.73252 1.41558 -4.13865 0.1 0.4 0.0
C 1.02950 4.55653 -4.44787 0.1 -0.8 -0.1
H 0.68600 3.62852 -2.54343 -0.3 -0.1 -0.4
H -0.18305 2.79129 -3.87145 0.3 0.3 0.3
C 2.49650 4.38819 -4.85821 0.6 0.3 -0.4
H 0.88013 5.46886 -3.87420 -0.1 0.0 -0.2
H 0.36810 4.54887 -5.31376 0.1 0.2 -0.1
H 3.14061 5.11911 -4.33413 -0.2 -0.3 -0.1
H 2.61773 4.54970 -5.94072 0.1 0.0 0.3
F 0.47094 -0.71416 1.93038 0.2 0.4 -0.1
C 0.88222 0.51363 1.50032 0.5 0.5 0.5
C 0.57499 0.95160 0.22091 -0.2 0.5 0.0
C 0.88598 2.28432 0.03798 0.0 0.4 0.7
F 0.11610 3.02088 -0.82862 0.5 -0.3 -0.2
C 1.76149 3.03949 0.83882 -0.1 -0.2 -0.2
F 2.27534 4.21055 0.41169 -0.4 -0.1 0.2
C 2.10299 2.54859 2.09103 0.0 -0.4 0.1
F 2.89610 3.23427 2.94566 -0.5 -0.4 -0.6
C 1.57596 1.30524 2.45079 -0.2 -0.8 -0.3
F 1.79060 0.81354 3.69056 0.0 0.3 -0.4
```
Positions in Å, forces in eV/Å.

Atom charges from the Löwdin analysis, given in e for atoms 1 to 2:
1. O -0.16
2. C -0.13

Entry 7:
Molecular formula: C2H7N
Method: DFT, the ωB97M-V functional and the def2-TZVPD basis

- LUMO level (eV) = 1.185
- ΔE to the lowest compared entry with this formula, charge and spin (kJ/mol) = 78.0
- SMILES string = CNC
- HOMO energy (eV) = -9.33
- HOMO-LUMO gap (eV) = 10.51

```
10
Properties=species:S:1:pos:R:3:forces:R:3
C -1.21245 -0.23084 0.01536 -0.9 -1.1 -0.7
N 0.00071 0.60560 -0.18591 -0.9 0.2 3.1
C 1.20366 -0.21996 0.03921 1.1 0.1 -1.5
H -1.39156 -0.61168 1.06555 0.6 0.3 -0.8
H -1.03021 -1.15977 -0.65551 -0.9 1.5 1.0
H -2.21567 0.30343 -0.21984 1.9 -0.7 -0.1
H -0.04362 1.25987 0.66198 0.3 -0.7 -1.8
H 2.07040 0.47300 0.04160 -0.4 -0.5 -0.1
H 1.33718 -0.92135 -0.82726 -0.2 0.7 0.5
H 1.32121 -0.87782 0.90738 -0.7 0.3 0.4
```
Positions in Å, forces in eV/Å.

Atom charges from the Löwdin analysis, given in e for atoms 1 to 2:
1. C -0.19
2. N -0.20

Entry 8:
Molecular formula: C24H32N5O2Tc
Method: DFT, the ωB97M-V functional and the def2-TZVPD basis

- LUMO level (alpha / beta) (eV) = -2.533 / -2.556
- <S²> = 0.760
- HOMO energy (alpha / beta) (eV) = -9.64 / -9.82
- total charge = +1
- spin multiplicity = 2
- HOMO-LUMO gap (alpha / beta) (eV) = 7.11 / 7.27

```
64
Properties=species:S:1:pos:R:3:forces:R:3
Tc 0.10016 0.11831 -0.21818 3.1 1.6 0.5
C 2.26949 2.15962 -0.73650 0.2 1.1 -0.2
N 1.99695 0.71620 -0.74889 1.9 1.1 0.8
C 2.35965 0.06702 0.53279 7.1 4.0 -0.8
C 2.13165 0.78413 1.88065 0.3 0.1 -0.2
C 0.67170 0.95284 2.27026 1.1 2.0 2.1
N 0.00865 1.54023 1.14509 -0.9 1.4 2.0
C -0.97538 2.34085 1.31364 -1.0 1.5 -1.2
C -1.62536 2.97608 0.14053 0.5 -0.8 1.9
C -2.50161 4.05125 0.36465 -0.1 -0.1 -0.9
C -3.10620 4.68393 -0.71650 0.1 0.0 0.6
C -2.83214 4.23504 -2.00407 0.8 -1.0 0.1
C -1.96153 3.15208 -2.20311 -0.2 0.3 -0.6
C -1.32486 2.47364 -1.14757 -1.6 2.0 0.5
O -0.56267 1.45701 -1.32192 -0.7 0.8 -3.5
C 2.79675 0.13632 -1.83636 0.5 -0.2 -1.0
C 1.93629 -0.28513 -3.00798 0.5 -0.1 -0.2
C 1.18112 -1.54016 -2.64273 0.9 -0.2 -0.2
N 0.21180 -1.29975 -1.57222 -2.2 -2.0 -4.1
C -0.99535 -1.39716 -2.05168 -1.3 -0.7 0.3
C -2.26158 -1.54333 -1.28754 1.3 0.2 -1.3
C -3.31220 -2.21743 -1.94756 -0.4 0.3 0.6
C -4.52736 -2.43483 -1.30573 0.5 -0.1 -0.6
C -4.69060 -1.97453 -0.00778 1.1 0.6 0.5
C -3.64133 -1.29503 0.62632 -0.4 -0.1 0.4
C -2.39438 -1.04755 0.01524 -3.6 -2.4 -1.1
O -1.47641 -0.37199 0.57849 -4.8 0.0 2.7
H 3.32736 2.36375 -0.52464 0.0 -0.2 -0.1
H 1.69300 2.72748 -0.00545 -0.1 -0.4 -0.1
H 2.04151 2.60674 -1.71237 0.0 -0.3 0.1
H 3.44146 -0.13276 0.52589 0.5 0.2 -0.1
H 1.87393 -0.91537 0.57568 6.8 2.2 -3.9
H 2.63190 1.76001 1.87506 -0.2 -0.1 0.0
H 2.62939 0.20459 2.66901 0.1 0.0 -0.2
H 0.60813 1.58010 3.16763 -0.1 0.1 0.0
H 0.25069 -0.02341 2.52950 -0.1 0.3 1.1
H -1.35818 2.59668 2.31321 0.5 0.2 -0.2
H -2.70321 4.37716 1.37673 0.0 0.0 0.0
H -3.78875 5.50846 -0.55617 0.0 0.0 0.0
H -3.29828 4.70037 -2.86372 0.0 0.0 0.0
H -1.77439 2.79089 -3.21195 0.0 0.1 0.1
H 3.37250 -0.73947 -1.50491 -0.3 0.1 0.2
H 3.56222 0.83595 -2.20072 -0.3 0.1 0.4
H 2.58980 -0.50552 -3.86106 -0.1 0.0 0.1
H 1.26324 0.51669 -3.32925 0.0 -0.1 0.2
H 1.87887 -2.31107 -2.29137 0.1 0.2 0.0
H 0.74195 -1.96585 -3.55526 -0.4 0.1 0.4
H -1.15673 -1.45276 -3.14259 0.2 -0.4 0.3
H -3.16723 -2.57038 -2.96138 0.1 0.0 0.0
H -5.33271 -2.94743 -1.81519 0.1 0.0 0.0
H -5.62604 -2.11376 0.51923 0.0 0.0 0.0
H -3.78769 -0.90639 1.63213 0.0 -0.1 -0.1
C 1.58331 -2.79331 4.00687 -0.5 0.5 -0.2
N 1.77591 -2.88179 2.53892 0.3 0.1 -0.1
C 2.98175 -3.66940 2.18445 0.0 0.4 -0.5
C 1.29619 -1.93470 1.71548 -1.4 -3.9 3.5
N 0.89246 -1.11110 1.00973 -7.7 -8.3 3.7
H 1.65465 -3.78438 4.46549 0.0 0.1 -0.3
H 0.59219 -2.38869 4.23640 0.2 -0.1 -0.1
H 2.34183 -2.13872 4.44750 0.0 -0.1 0.0
H 2.99193 -4.62212 2.72278 -0.2 0.3 0.0
H 3.88640 -3.10636 2.43461 0.0 -0.1 0.0
H 2.98951 -3.89066 1.11217 -0.1 0.1 0.2
H -0.37410 -0.10109 1.36618 0.0 -0.4 -1.6
```
Positions in Å, forces in eV/Å.

Atom charges from the Löwdin analysis, given in e for atoms 1 to 2:
1. Tc 1.45
2. C -0.06

What did the second record say?
Molecular formula: FH5N3P
Method: DFT, the ωB97M-V functional and the def2-TZVPD basis

- LUMO level (eV) = -0.470
- ΔE to the lowest compared entry with this formula, charge and spin (kJ/mol) = 223.8
- SMILES string = [H]/N=P(\F)=N/[H].N
- HOMO energy (eV) = -9.77
- HOMO-LUMO gap (eV) = 9.30

```
10
Properties=species:S:1:pos:R:3:forces:R:3
H 1.18460 0.50079 -1.85449 -0.8 -1.4 -3.1
N 1.28914 1.03372 -1.06712 1.4 1.0 2.8
P 2.39986 0.31211 -0.26812 -0.1 -2.3 -0.9
F 2.81455 -1.13613 -0.97138 -0.4 2.5 1.6
N 3.04323 0.56417 1.11021 0.5 -2.0 -1.5
H 2.71849 1.48159 1.24224 -0.4 2.1 1.1
N -1.83746 -0.36054 -0.40297 0.7 2.9 -2.6
H -1.56978 -1.20786 -0.04319 0.4 -2.2 1.6
H -1.02680 -0.08467 -1.04653 -1.8 0.1 1.6
H -2.10097 0.36361 0.28069 0.7 -0.8 -0.6
```
Positions in Å, forces in eV/Å.

Atom charges from the Löwdin analysis, given in e for atoms 1 to 2:
1. H -0.07
2. N -0.16